Entry 1
C4H8O | wB97M-V/def2-TZVPD

CARTESIAN COORDINATES (ANGSTROEM)
C (-0.30, 1.49, 0.92)
O (-0.61, 1.20, -0.42)
C (-0.40, -0.12, -0.84)
C (0.94, -0.79, -0.81)
C (-0.19, -1.29, 0.07)
H (-0.99, 1.00, 1.62)
H (-0.40, 2.57, 1.03)
H (0.73, 1.20, 1.19)
H (-1.00, -0.29, -1.73)
H (1.24, -1.38, -1.67)
H (1.76, -0.28, -0.31)
H (-0.68, -2.23, -0.17)
H (-0.08, -1.10, 1.13)

The HOMO-LUMO gap comes out at 10.354 eV. The structure (SMILES) is COC1CC1. The HOMO energy comes out at -0.338 hartree.

Results of the Mulliken charge analysis, in e, for atoms 1 through 8: atom 1 (C): -0.6932, atom 2 (O): -0.3767, atom 3 (C): 0.0110, atom 4 (C): -0.4968, atom 5 (C): -0.5197, atom 6 (H): 0.2956, atom 7 (H): 0.2339, atom 8 (H): 0.2652

---

Entry 2
C4H8O | wB97M-V/def2-TZVPD

CARTESIAN COORDINATES (ANGSTROEM)
C (1.05, -0.27, -1.66)
C (0.18, 0.51, -0.72)
C (-0.60, -0.07, 0.22)
O (-1.27, -1.24, 0.04)
C (-0.71, 0.52, 1.61)
H (0.73, -1.31, -1.69)
H (1.09, 0.19, -2.66)
H (2.10, -0.16, -1.36)
H (0.53, 1.49, -0.42)
H (-1.18, -1.77, 0.83)
H (-0.02, -0.03, 2.25)
H (-0.22, 1.49, 1.51)
H (-1.70, 0.65, 2.04)

The HOMO-LUMO gap comes out at 9.267 eV. The structure (SMILES) is C/C=C(/C)O. The HOMO energy comes out at -0.308 hartree.

Results of the Mulliken charge analysis, in e, for atoms 1 through 8: atom 1 (C): -0.9645, atom 2 (C): -0.3382, atom 3 (C): 0.6325, atom 4 (O): -0.5010, atom 5 (C): -1.1552, atom 6 (H): 0.2999, atom 7 (H): 0.2821, atom 8 (H): 0.2589

---

Stability, highest: entry 2

---

Entry 1
C4H8O | wB97M-V/def2-TZVPD

CARTESIAN COORDINATES (ANGSTROEM)
C (-1.94, 0.75, 0.08)
C (-0.55, 0.36, 0.48)
C (0.47, 0.25, -0.37)
C (1.78, -0.39, 0.00)
O (1.78, -1.71, -0.55)
H (-2.68, 0.03, 0.46)
H (-2.21, 1.73, 0.49)
H (-2.04, 0.80, -1.01)
H (0.91, -2.08, -0.33)
H (-0.38, 0.14, 1.53)
H (0.32, 0.42, -1.44)
H (2.64, 0.13, -0.42)
H (1.91, -0.43, 1.09)

The HOMO-LUMO gap comes out at 10.711 eV. The structure (SMILES) is C/C=C/CO. The HOMO energy comes out at -0.354 hartree.

Results of the Mulliken charge analysis, in e, for atoms 1 through 8: atom 1 (C): -1.0731, atom 2 (C): 0.1850, atom 3 (C): -0.4432, atom 4 (C): -0.4017, atom 5 (O): -0.5245, atom 6 (H): 0.2997, atom 7 (H): 0.2792, atom 8 (H): 0.2911

---

Entry 2
C4H8O | wB97M-V/def2-TZVPD

CARTESIAN COORDINATES (ANGSTROEM)
C (-1.25, -0.81, -0.07)
C (-0.15, 0.22, -0.12)
C (1.00, 0.05, 0.72)
C (1.12, -0.04, -0.81)
H (-0.88, -1.83, -0.05)
H (-2.06, -0.59, -0.89)
H (-1.86, -0.53, 0.83)
H (-0.92, 1.78, 0.71)
H (1.42, 1.00, 1.13)
H (1.31, -0.78, 1.31)
H (1.40, -0.94, -1.35)
H (1.60, 0.94, -1.17)
O (-0.73, 1.54, -0.24)

The HOMO-LUMO gap comes out at 11.031 eV. The structure (SMILES) is CC1(O)CC1. The HOMO energy comes out at -0.368 hartree.

Results of the Mulliken charge analysis, in e, for atoms 1 through 8: atom 1 (C): -1.1530, atom 2 (C): 0.9700, atom 3 (C): -0.8712, atom 4 (C): -0.7026, atom 5 (H): 0.3510, atom 6 (H): 0.2741, atom 7 (H): 0.2706, atom 8 (H): 0.3730

---

Entry 3
C4H8O | wB97M-V/def2-TZVPD

CARTESIAN COORDINATES (ANGSTROEM)
O (2.03, -0.88, 0.30)
C (1.28, 0.32, 0.39)
C (0.06, 0.32, -0.51)
C (-1.28, 0.70, 0.05)
C (-1.00, -0.73, -0.31)
H (1.41, -1.61, 0.25)
H (1.96, 1.12, 0.09)
H (0.97, 0.52, 1.43)
H (0.25, 0.60, -1.55)
H (-1.33, 0.95, 1.11)
H (-1.97, 1.27, -0.57)
H (-0.89, -1.43, 0.51)
H (-1.48, -1.15, -1.19)

The HOMO-LUMO gap comes out at 11.332 eV. The structure (SMILES) is OCC1CC1. The HOMO energy comes out at -0.376 hartree.

Results of the Mulliken charge analysis, in e, for atoms 1 through 8: atom 1 (O): -0.5044, atom 2 (C): -0.5680, atom 3 (C): 0.0627, atom 4 (C): -0.6136, atom 5 (C): -0.5797, atom 6 (H): 0.3468, atom 7 (H): 0.2973, atom 8 (H): 0.2232

---

Entry 4
C4H8O | wB97M-V/def2-TZVPD

CARTESIAN COORDINATES (ANGSTROEM)
C (0.45, 1.24, -0.77)
C (0.65, -0.12, -0.07)
C (0.09, -0.25, 1.32)
C (-0.50, -1.08, 0.22)
O (-1.71, -0.71, -0.38)
H (-0.55, 1.66, -0.60)
H (0.61, 1.19, -1.86)
H (1.17, 1.97, -0.39)
H (1.61, -0.56, -0.30)
H (-0.54, 0.54, 1.70)
H (0.71, -0.77, 2.04)
H (-0.48, -2.17, 0.40)
H (-1.52, -0.94, -1.30)

The HOMO-LUMO gap comes out at 10.732 eV. The structure (SMILES) is C[C@H]1C[C@H]1O. The HOMO energy comes out at -0.357 hartree.

Results of the Mulliken charge analysis, in e, for atoms 1 through 8: atom 1 (C): -1.2740, atom 2 (C): 0.1222, atom 3 (C): -0.7438, atom 4 (C): -0.1139, atom 5 (O): -0.5393, atom 6 (H): 0.3206, atom 7 (H): 0.3449, atom 8 (H): 0.3272

---

Stability, highest: entry 1

---

Entry 1
C4H8O | wB97M-V/def2-TZVPD

CARTESIAN COORDINATES (ANGSTROEM)
C (-2.35, -0.84, 0.27)
C (-1.08, -0.70, 0.69)
C (-0.07, 0.29, 0.31)
C (-0.22, 1.17, -0.70)
H (-2.63, -0.12, -0.49)
H (-3.11, -1.45, 0.73)
H (-0.66, -1.47, 1.33)
H (0.93, 0.13, 0.68)
H (0.57, 1.62, -1.27)
H (-1.24, 1.26, -1.07)
H (2.96, -0.66, -0.14)
H (3.85, 0.49, 0.08)
O (3.05, 0.28, -0.40)

The HOMO-LUMO gap comes out at 9.336 eV. The structure (SMILES) is C=CC=C.O. The HOMO energy comes out at -0.316 hartree.

Results of the Mulliken charge analysis, in e, for atoms 1 through 8: atom 1 (C): -0.7259, atom 2 (C): 0.0399, atom 3 (C): -0.1130, atom 4 (C): -0.6864, atom 5 (H): 0.1515, atom 6 (H): 0.2699, atom 7 (H): 0.2535, atom 8 (H): 0.3713

---

Entry 2
C4H8O | wB97M-V/def2-TZVPD

CARTESIAN COORDINATES (ANGSTROEM)
C (0.65, -1.31, 0.97)
C (0.05, -0.50, -0.18)
C (0.35, 0.99, -0.04)
C (-2.03, 1.72, -1.93)
O (-2.50, 0.81, -1.45)
H (0.23, -0.98, 1.93)
H (1.74, -1.17, 1.02)
H (0.45, -2.38, 0.86)
H (0.44, -0.87, -1.14)
H (-1.04, -0.66, -0.20)
H (-0.04, 1.38, 0.90)
H (1.43, 1.18, -0.05)
H (-0.07, 1.57, -0.87)

The HOMO-LUMO gap comes out at 12.735 eV. The HOMO energy comes out at -0.424 hartree.

Results of the Mulliken charge analysis, in e, for atoms 1 through 8: atom 1 (C): -1.2309, atom 2 (C): -0.0150, atom 3 (C): -1.0383, atom 4 (C): 0.0924, atom 5 (O): -0.1217, atom 6 (H): 0.3258, atom 7 (H): 0.3164, atom 8 (H): 0.3284

---

Stability, highest: entry 2

---

Entry 1
C4H8O | wB97M-V/def2-TZVPD

CARTESIAN COORDINATES (ANGSTROEM)
C (0.38, 0.20, 1.60)
C (0.27, 0.71, -0.61)
C (-0.21, -0.66, -1.05)
C (-1.49, -0.98, -0.78)
H (0.23, -0.98, 1.78)
H (0.92, 0.80, 2.68)
H (-0.88, 0.59, 1.43)
H (1.09, 0.97, -1.39)
H (-0.51, 1.45, -0.41)
H (0.51, -1.28, -1.71)
H (-1.91, -1.91, -1.13)
H (-2.24, -0.32, -0.31)
O (1.14, 0.64, 0.51)

The HOMO-LUMO gap comes out at 11.025 eV. The HOMO energy comes out at -0.366 hartree.

Results of the Mulliken charge analysis, in e, for atoms 1 through 8: atom 1 (C): -0.4923, atom 2 (C): -0.5956, atom 3 (C): 0.0458, atom 4 (C): -0.6988, atom 5 (H): 0.2253, atom 6 (H): 0.2158, atom 7 (H): 0.1766, atom 8 (H): 0.2283

---

Entry 2
C4H8O | wB97M-V/def2-TZVPD

CARTESIAN COORDINATES (ANGSTROEM)
C (-1.15, -0.32, 1.12)
C (-0.34, -0.17, -0.16)
C (0.70, 0.97, -0.15)
C (1.37, -1.23, -1.32)
O (0.50, -1.35, -0.35)
H (-1.81, -1.19, 1.08)
H (-0.49, -0.41, 1.98)
H (-1.78, 0.57, 1.26)
H (-1.01, -0.11, -1.03)
H (0.44, 1.81, -0.79)
H (0.92, 1.31, 0.86)
H (1.67, 0.55, -0.49)
H (0.98, -0.43, -2.02)

The HOMO-LUMO gap comes out at 9.118 eV. The HOMO energy comes out at -0.311 hartree.

Results of the Mulliken charge analysis, in e, for atoms 1 through 8: atom 1 (C): -1.4214, atom 2 (C): 0.5176, atom 3 (C): -1.1241, atom 4 (C): -0.4054, atom 5 (O): -0.1932, atom 6 (H): 0.3460, atom 7 (H): 0.3476, atom 8 (H): 0.3728

---

Stability, highest: entry 1

---

Entry 1
C4H11ClN3 | wB97M-V/def2-TZVPD

CARTESIAN COORDINATES (ANGSTROEM)
C (-0.21, 1.56, 0.13)
C (-2.19, 0.49, -0.44)
C (-0.68, -1.67, 0.57)
C (1.59, 0.34, -1.18)
N (-1.56, 1.30, 0.45)
N (-0.42, -0.82, -0.55)
N (0.48, 0.15, -0.22)
Cl (-2.29, 0.89, -2.09)
H (-0.05, 2.13, -0.66)
H (0.27, 1.99, 1.18)
H (-3.16, -0.09, -0.11)
H (0.27, -2.29, 0.83)
H (-1.06, -1.10, 1.42)
H (-1.45, -2.35, 0.28)
H (2.31, -0.36, -0.98)
H (1.25, 0.12, -2.17)
H (2.01, 1.30, -1.02)
H (-1.92, 1.10, 1.34)
H (0.91, -0.03, 0.77)

The HOMO-LUMO gap comes out at 9.391 eV. As for the total charge: +1. The HOMO energy comes out at -0.485 hartree.

Results of the Mulliken charge analysis, in e, for atoms 1 through 8: atom 1 (C): -0.7940, atom 2 (C): 0.0732, atom 3 (C): -0.8870, atom 4 (C): -0.9927, atom 5 (N): -0.1686, atom 6 (N): -0.7041, atom 7 (N): 0.4322, atom 8 (Cl): -0.0523

---

Entry 2
C4H11ClN3 | wB97M-V/def2-TZVPD

CARTESIAN COORDINATES (ANGSTROEM)
C (-2.65, -0.39, 0.05)
C (-1.91, 0.77, 0.66)
C (-0.68, 1.21, -0.08)
C (2.97, -0.44, 0.52)
N (5.20, -0.35, -0.27)
N (4.05, -0.88, 0.17)
N (-0.03, 0.52, -0.96)
Cl (2.50, 1.36, 0.41)
H (-2.04, -1.32, 0.18)
H (-2.74, -0.29, -0.96)
H (-3.69, -0.45, 0.48)
H (-2.41, 1.75, 0.74)
H (-1.66, 0.37, 1.71)
H (-0.36, 2.25, -0.01)
H (2.18, -1.00, 1.16)
H (5.99, -1.01, -0.36)
H (-0.29, -0.45, -1.02)
H (5.25, 0.61, -0.73)
H (0.79, 1.03, -1.39)

The HOMO-LUMO gap comes out at 7.999 eV. As for the total charge: +1. The HOMO energy comes out at -0.460 hartree.

Results of the Mulliken charge analysis, in e, for atoms 1 through 8: atom 1 (C): -1.3594, atom 2 (C): -0.2012, atom 3 (C): 0.0247, atom 4 (C): -0.0409, atom 5 (N): -0.3904, atom 6 (N): -0.0573, atom 7 (N): -0.2023, atom 8 (Cl): -0.3025

---

Stability, highest: entry 2

---

Entry 1
C4H5ClN2 | wB97M-V/def2-TZVPD

CARTESIAN COORDINATES (ANGSTROEM)
C (-1.08, 0.43, -0.50)
C (-0.94, -0.98, -0.01)
C (-0.42, 0.14, 0.81)
C (1.54, 0.34, 0.36)
N (1.87, 1.49, -0.49)
N (1.64, 0.44, -1.09)
Cl (2.61, -0.75, 1.25)
H (-0.41, 0.64, -1.31)
H (-2.03, 0.99, -0.53)
H (-1.72, -1.57, 0.49)
H (-0.42, -1.60, -0.79)
H (-0.64, 0.43, 1.80)

The HOMO-LUMO gap comes out at 10.120 eV. The HOMO energy comes out at -0.361 hartree.

Results of the Mulliken charge analysis, in e, for atoms 1 through 8: atom 1 (C): -0.7395, atom 2 (C): -0.3871, atom 3 (C): -0.1331, atom 4 (C): 0.4391, atom 5 (N): -0.1750, atom 6 (N): -0.2502, atom 7 (Cl): -0.1768, atom 8 (H): 0.2900

---

Entry 2
C4H5ClN2 | wB97M-V/def2-TZVPD

CARTESIAN COORDINATES (ANGSTROEM)
C (-1.15, -1.22, -0.45)
C (-0.12, -0.20, -0.12)
C (1.12, 1.50, 0.64)
C (-0.16, 0.91, 0.70)
H (-0.74, -2.00, -1.11)
H (-2.00, -0.75, -0.90)
H (-1.52, -1.71, 0.48)
H (1.55, -0.92, -1.23)
H (1.48, 2.36, 1.13)
N (1.16, -0.22, -0.58)
N (1.92, 0.79, -0.15)
Cl (-1.53, 1.46, 1.59)

The HOMO-LUMO gap comes out at 9.827 eV. The structure (SMILES) is Cc1[nH]ncc1Cl. The HOMO energy comes out at -0.330 hartree.

Results of the Mulliken charge analysis, in e, for atoms 1 through 8: atom 1 (C): -1.1386, atom 2 (C): 0.2063, atom 3 (C): -0.4171, atom 4 (C): 0.5094, atom 5 (H): 0.3038, atom 6 (H): 0.3014, atom 7 (H): 0.2827, atom 8 (H): 0.2346

---

Entry 3
C4H5ClN2 | wB97M-V/def2-TZVPD

CARTESIAN COORDINATES (ANGSTROEM)
C (0.49, 0.55, -0.98)
C (3.47, -0.17, 0.84)
C (0.37, -1.56, 0.27)
C (-0.27, 1.68, -1.43)
N (0.22, -0.45, -0.28)
N (3.28, 0.15, 1.91)
Cl (3.97, -0.73, -0.59)
H (-0.06, -2.43, -0.23)
H (0.56, -1.44, 1.41)
H (-0.87, 2.20, -0.70)
H (0.28, 2.44, -1.93)
H (-0.99, 1.37, -2.10)

The HOMO-LUMO gap comes out at 8.156 eV. The HOMO energy comes out at -0.281 hartree.

Results of the Mulliken charge analysis, in e, for atoms 1 through 8: atom 1 (C): 0.1179, atom 2 (C): 0.3904, atom 3 (C): -0.4791, atom 4 (C): -1.0877, atom 5 (N): -0.0445, atom 6 (N): -0.3489, atom 7 (Cl): -0.0495, atom 8 (H): 0.2738

---

Stability, highest: entry 2